Entry 1:
The following is a DFT calculation (wB97M-V/def2-TZVPD) of a 15-piece molecular cluster, C18H62F3N28O16 overall in a non-equilibrium geometry.

The calculation puts the LUMO energy at 1.513 eV. The value obtained for the energy above the lowest of the compared OMol25 structures with the same formula, charge and spin is 905.5 kJ/mol. The value obtained for the highest occupied orbital energy is -6.50 eV. The total charge is -1. The calculation puts the HOMO-LUMO gap at 8.018 eV.

Cartesian coordinates (Å):
C 4.37 30.21 4.40
O 3.06 30.07 5.08
O 5.06 31.21 5.19
C 4.86 28.78 3.96
F 4.53 28.46 2.73
F 6.18 28.71 3.93
F 4.44 27.79 4.75
C 1.86 30.19 4.29
C 0.69 29.74 5.17
H 0.75 30.15 6.18
H -0.31 29.83 4.73
H 0.84 28.66 5.15
H 1.87 29.62 3.37
H 1.72 31.22 3.96
H 4.31 30.77 3.47
C -0.63 32.08 7.78
O -1.26 32.27 6.80
N 0.42 32.82 8.04
N -0.73 31.11 8.59
H 1.10 32.60 8.76
H 0.55 33.64 7.46
H -1.45 30.40 8.49
H 0.02 30.75 9.16
C 6.29 31.50 -0.35
O 6.53 30.71 -1.21
N 6.22 31.18 0.94
N 6.09 32.82 -0.49
H 5.90 30.26 1.22
H 5.82 31.88 1.55
H 5.95 33.20 -1.41
H 5.83 33.44 0.26
C 2.63 29.31 8.32
O 2.04 29.14 9.40
N 3.05 28.33 7.53
N 2.99 30.46 7.90
H 3.62 28.60 6.75
H 2.65 27.41 7.67
H 3.34 30.65 6.97
H 2.77 31.25 8.49
C 6.91 25.03 3.48
O 8.16 24.84 3.28
N 6.17 24.32 4.26
N 6.21 25.85 2.73
H 6.69 23.65 4.81
H 5.16 24.30 4.29
H 5.23 26.09 2.81
H 6.79 26.49 2.21
C -0.59 33.88 3.34
O -0.81 32.88 2.67
N -0.23 33.91 4.59
N -0.63 35.06 2.91
H -0.09 34.85 4.92
H -0.05 33.06 5.11
H -1.10 35.32 2.06
H -0.37 35.79 3.57
C 7.09 26.88 7.59
O 6.98 25.79 8.19
N 7.18 27.06 6.34
N 7.31 28.00 8.18
H 7.35 27.97 5.93
H 7.02 26.25 5.75
H 7.61 27.92 9.14
H 7.04 28.87 7.75
C -1.08 28.19 0.52
O -0.39 28.71 -0.29
N -2.09 27.49 0.23
N -0.98 28.16 1.79
H -2.53 27.58 -0.67
H -2.53 27.04 1.02
H -1.58 27.65 2.42
H -0.12 28.54 2.16
C 7.75 31.84 7.57
O 8.38 32.48 8.36
N 7.91 31.95 6.22
N 6.68 31.13 7.92
H 8.84 32.31 6.08
H 7.33 31.30 5.71
H 6.08 30.95 7.12
H 6.24 31.32 8.81
C 9.49 29.14 3.99
O 8.96 29.07 5.07
N 9.42 28.31 3.01
N 10.34 30.04 3.66
H 9.95 28.28 2.15
H 8.84 27.54 3.32
H 10.73 29.97 2.73
H 10.34 30.89 4.21
C 3.39 27.45 -0.50
O 3.55 27.84 -1.66
N 4.28 26.83 0.18
N 2.38 27.55 0.24
H 3.77 26.38 0.92
H 5.10 26.41 -0.24
H 2.67 27.40 1.20
H 1.44 27.74 -0.09
C 3.65 34.35 6.26
O 3.06 35.31 6.68
N 4.85 34.32 5.81
N 3.01 33.16 6.02
H 5.49 35.08 6.00
H 5.10 33.38 5.53
H 3.67 32.42 5.85
H 2.06 32.97 6.31
C -0.58 26.15 8.15
O -1.18 25.48 7.27
N -0.24 27.41 7.98
N -0.20 25.73 9.26
H -0.47 27.87 7.11
H 0.36 27.78 8.70
H -0.71 24.91 9.57
H 0.03 26.42 9.97
C 3.90 34.14 1.86
O 4.33 34.31 0.70
N 4.75 34.04 2.92
N 2.69 34.04 2.37
H 5.73 34.00 2.68
H 4.46 33.74 3.84
H 2.59 33.69 3.31
H 1.83 34.00 1.83
C 2.75 25.53 3.57
O 3.06 26.05 2.53
N 2.12 26.10 4.56
N 2.78 24.24 3.79
H 1.89 25.65 5.43
H 2.22 27.10 4.50
H 2.53 24.02 4.75
H 3.07 23.52 3.15

Entry 2:
The following is a DFT calculation (wB97M-V/def2-TZVPD) of C14H16F9N2OPdS as an isolated structure in a non-equilibrium geometry.

The calculation puts the LUMO energy at 2.814 eV. The value obtained for the highest occupied orbital energy is -3.48 eV. The total charge is -1. The calculation puts the HOMO-LUMO gap at 6.295 eV.

Cartesian coordinates (Å):
Pd -1.18 0.00 -0.39
C -3.12 -3.02 -1.94
C -2.79 -2.59 -0.54
C -2.93 -1.19 -0.20
C -2.55 -0.75 1.13
C -1.91 -1.66 2.00
C -1.71 -2.96 1.60
C -2.20 -3.44 0.42
H -2.67 -4.01 -2.17
H -2.79 -2.32 -2.75
H -4.22 -3.17 -1.99
H -3.55 -0.57 -0.81
H -2.90 0.18 1.53
H -1.52 -1.32 2.95
H -1.06 -3.61 2.22
H -2.19 -4.50 0.18
C 2.20 3.08 -1.77
N 1.48 1.84 -1.90
C 0.28 1.71 -2.47
S -0.45 0.10 -2.51
N -0.34 2.86 -2.93
C -1.10 3.71 -1.97
H 3.28 2.86 -1.64
H 1.82 3.66 -0.90
H 2.04 3.71 -2.66
H 1.89 0.99 -1.53
H -1.05 2.51 -3.60
H -1.54 4.53 -2.54
H -0.43 4.16 -1.19
H -1.87 3.14 -1.37
F 3.88 1.06 2.46
C 2.87 1.05 1.53
F 3.45 1.04 0.30
F 2.23 2.23 1.72
C 1.93 -0.21 1.68
O 0.88 -0.05 0.94
C 1.59 -0.44 3.25
F 2.67 -0.86 3.95
F 0.59 -1.35 3.42
F 1.16 0.76 3.75
C 2.78 -1.48 1.30
F 2.11 -2.57 1.75
F 2.89 -1.65 -0.06
F 4.04 -1.47 1.77